Entry 1:
{
  "formula": "C19H32NO9SSiTi",
  "method": "ωB97M-V/def2-TZVPD",
  "charge": 2,
  "spin_multiplicity": 2,
  "largest_force_ha_per_bohr": 0.01304,
  "homo_ev": [-14.62, -15.38],
  "e_tot_ev": -81958.1407,
  "species": ["Ti", "O", "C", "O", "C", "C", "C", "C", "C", "N", "C", "O", "O", "H", "H", "H", "H", "H", "O", "O", "C", "C", "C", "C", "O", "Si", "S", "O", "C", "C", "C", "C", "O", "C", "C", "C", "C", "H", "H", "H", "H", "H", "H", "H", "H", "H", "H", "H", "H", "H", "H", "H", "H", "H", "H", "H", "H", "H", "H", "H", "H", "H", "H", "H"],
  "positions_angstrom": [[0.3630, 0.0167, 0.4819], [-2.0715, -0.1401, -2.9704], [-1.1894, -0.2665, -2.0297], [-1.2291, 0.2746, -0.9301], [-0.0360, -1.1805, -2.3365], [0.1666, -1.9414, -3.4712], [1.2913, -2.7572, -3.4989], [2.1526, -2.8091, -2.4098], [1.8656, -2.0090, -1.3131], [0.8075, -1.2069, -1.3071], [2.5781, -1.9195, 0.0106], [3.6566, -2.5919, 0.2597], [2.0908, -1.2009, 0.8744], [-2.8031, 0.4527, -2.7110], [-0.5302, -1.9055, -4.2972], [1.4912, -3.3698, -4.3682], [3.0094, -3.4697, -2.4382], [3.9831, -3.1306, -0.4780], [-0.7681, 0.2628, 2.0020], [0.4754, 0.9431, 2.3576], [4.6612, 0.2768, 4.3776], [3.2400, 0.0273, 4.8447], [2.7319, -1.3331, 4.4000], [3.1000, 0.2154, 6.3440], [2.4379, 1.0735, 4.1774], [0.8932, 1.4250, 4.2256], [0.8617, 2.1487, 1.1103], [-0.0791, 0.4019, 4.9403], [-1.3336, 0.5474, 5.7141], [-1.0458, 1.4384, 6.9078], [-2.3937, 1.1419, 4.8074], [-1.6811, -0.8660, 6.1400], [0.4829, 2.9528, 4.1465], [1.1836, 4.2131, 4.4956], [0.0971, 5.2703, 4.4766], [2.2505, 4.4799, 3.4515], [1.7852, 4.0489, 5.8796], [5.3341, -0.4521, 4.8291], [4.9908, 1.2743, 4.6668], [4.7281, 0.1865, 3.2928], [3.3481, -2.1148, 4.8447], [2.7950, -1.4251, 3.3152], [1.7008, -1.4902, 4.7186], [3.7209, -0.5102, 6.8696], [2.0665, 0.0605, 6.6606], [3.4247, 1.2124, 6.6414], [-0.7828, 2.4461, 6.5832], [-0.2374, 1.0278, 7.5141], [-1.9333, 1.5143, 7.5361], [-2.1110, 2.1431, 4.4771], [-3.3338, 1.2195, 5.3539], [-2.5526, 0.5098, 3.9348], [-0.8874, -1.2889, 6.7557], [-1.8297, -1.5011, 5.2667], [-2.6019, -0.8610, 6.7231], [-0.3647, 5.3252, 3.4910], [0.5252, 6.2446, 4.7122], [-0.6725, 5.0456, 5.2149], [1.8055, 4.6110, 2.4655], [2.9782, 3.6676, 3.4152], [2.7790, 5.3990, 3.7058], [1.0179, 3.8010, 6.6130], [2.2574, 4.9802, 6.1921], [2.5541, 3.2734, 5.8800]],
  "forces_ev_per_angstrom": [[-0.2, -0.4, 0.5], [0.0, 0.0, 0.0], [0.1, -0.2, -0.1], [0.0, 0.0, -0.1], [0.0, 0.2, 0.2], [0.0, 0.0, 0.0], [0.0, -0.1, -0.2], [0.0, 0.1, 0.2], [0.0, -0.1, -0.3], [-0.3, -0.1, 0.0], [0.1, -0.2, -0.2], [0.1, 0.0, 0.0], [-0.2, 0.3, -0.1], [0.1, 0.0, 0.0], [0.0, 0.0, 0.0], [0.0, 0.0, 0.0], [0.0, 0.0, 0.0], [0.0, 0.0, 0.1], [-0.1, -0.1, -0.2], [0.4, 0.2, 0.0], [0.0, 0.0, 0.0], [0.0, 0.0, 0.0], [0.0, 0.0, 0.0], [0.0, 0.0, 0.0], [0.0, 0.0, 0.0], [-0.3, -0.1, 0.1], [0.1, 0.4, 0.0], [0.1, 0.1, 0.0], [0.0, -0.1, 0.0], [0.0, 0.0, 0.0], [0.0, 0.0, 0.0], [0.0, 0.0, 0.0], [0.1, 0.0, 0.0], [-0.1, 0.0, 0.0], [0.0, 0.0, 0.0], [0.0, 0.0, 0.0], [0.0, 0.0, 0.0], [0.0, 0.0, 0.0], [0.0, 0.0, 0.0], [0.0, 0.0, 0.0], [0.0, 0.0, 0.0], [0.0, 0.0, 0.0], [0.0, 0.0, 0.0], [0.0, 0.0, 0.0], [0.0, 0.0, 0.0], [0.0, 0.0, 0.0], [0.0, 0.0, 0.0], [0.0, 0.0, 0.0], [0.0, 0.0, 0.0], [0.0, 0.0, 0.0], [0.0, 0.0, 0.0], [0.0, 0.0, 0.0], [0.0, 0.0, 0.0], [0.0, 0.0, 0.0], [0.0, 0.0, 0.0], [0.0, 0.0, 0.0], [0.0, 0.0, 0.0], [0.0, 0.0, 0.0], [0.0, 0.0, 0.0], [0.0, 0.0, 0.0], [0.0, 0.0, 0.0], [0.0, 0.0, 0.0], [0.0, 0.0, 0.0], [0.0, 0.0, 0.0]]
}

=====

Entry 2:
{
  "formula": "C33H37AuIN2O2PS",
  "method": "ωB97M-V/def2-TZVPD",
  "charge": 2,
  "spin_multiplicity": 1,
  "largest_force_ha_per_bohr": 0.01261,
  "homo_ev": -13.75,
  "e_tot_ev": -73800.3427,
  "species": ["Au", "I", "C", "C", "C", "C", "C", "C", "C", "C", "C", "P", "C", "C", "C", "C", "C", "C", "C", "C", "C", "C", "C", "C", "C", "H", "H", "H", "H", "H", "H", "H", "H", "H", "H", "H", "H", "H", "H", "H", "H", "C", "C", "C", "O", "H", "H", "H", "H", "H", "H", "H", "C", "C", "O", "H", "H", "H", "H", "H", "H", "C", "C", "C", "C", "N", "C", "S", "N", "C", "H", "H", "H", "H", "H", "H", "H", "H"],
  "positions_angstrom": [[-0.0315, -0.8010, 0.1020], [2.2501, -0.4623, -1.0749], [3.1769, 0.9623, 0.1417], [4.4776, 0.6613, 0.4363], [5.2957, 1.6179, 1.0618], [4.7856, 2.8562, 1.3040], [3.4370, 3.1740, 1.0071], [2.9874, 4.4939, 1.2455], [1.6998, 4.8493, 0.9864], [0.7960, 3.8620, 0.5681], [1.1712, 2.5569, 0.3163], [-0.2989, 1.5105, 0.0263], [-0.9430, 1.8021, -1.6223], [-2.1039, 1.1209, -2.0045], [-2.6229, 1.3280, -3.2713], [-1.9851, 2.1896, -4.1575], [-0.8230, 2.8477, -3.7824], [-0.2973, 2.6575, -2.5122], [-1.4665, 2.0917, 1.2554], [-2.6176, 2.7857, 0.8920], [-3.4506, 3.2897, 1.8808], [-3.1370, 3.0983, 3.2186], [-1.9858, 2.4072, 3.5791], [-1.1466, 1.9019, 2.6007], [2.5511, 2.1968, 0.4625], [4.8942, -0.3000, 0.1662], [6.3201, 1.3732, 1.3033], [5.4084, 3.6324, 1.7295], [3.6947, 5.2153, 1.6342], [1.3535, 5.8606, 1.1457], [-0.2437, 4.1484, 0.4734], [-2.5880, 0.4393, -1.3137], [-3.5326, 0.8214, -3.5657], [-2.3995, 2.3508, -5.1439], [-0.3289, 3.5170, -4.4734], [0.6036, 3.1811, -2.2188], [-2.8630, 2.9432, -0.1503], [-4.3427, 3.8344, 1.6032], [-3.7894, 3.4929, 3.9860], [-1.7421, 2.2666, 4.6236], [-0.2447, 1.3656, 2.8792], [-2.3168, -2.5231, 2.3321], [-2.4331, -1.0859, 1.8551], [-3.8824, -0.6224, 1.8488], [-1.9813, -0.9108, 0.5118], [-2.6195, -2.5946, 3.3787], [-1.3006, -2.9123, 2.2479], [-2.9615, -3.1777, 1.7445], [-1.8691, -0.4284, 2.5261], [-4.4747, -1.2590, 1.1902], [-3.9563, 0.4091, 1.5072], [-4.3024, -0.6871, 2.8536], [2.3048, -1.7087, 4.5106], [2.0135, -1.7402, 3.0283], [0.7774, -1.0755, 2.7093], [3.2530, -2.2037, 4.7217], [1.5298, -2.2356, 5.0711], [2.3622, -0.6831, 4.8742], [1.9840, -2.7674, 2.6528], [2.7778, -1.1985, 2.4678], [0.0761, -1.4674, 3.2439], [2.2447, -5.6164, -3.9076], [1.1718, -4.6582, -3.5232], [0.2468, -4.1148, -4.3752], [-0.7216, -3.2456, -3.8561], [-0.7644, -2.9306, -2.5554], [0.1304, -3.4497, -1.7424], [0.1085, -3.2034, -0.0202], [1.0943, -4.2855, -2.2225], [-1.7779, -2.6462, -4.7156], [2.2086, -5.8225, -4.9733], [2.1210, -6.5569, -3.3675], [3.2280, -5.2117, -3.6622], [0.2642, -4.3657, -5.4252], [1.7285, -4.6858, -1.5402], [-1.6148, -2.8458, -5.7711], [-1.8229, -1.5716, -4.5376], [-2.7446, -3.0578, -4.4181]],
  "forces_ev_per_angstrom": [[-0.6, -0.1, 0.0], [0.2, 0.0, 0.0], [0.0, 0.0, 0.0], [0.0, 0.0, 0.0], [0.0, 0.0, 0.0], [0.0, 0.0, 0.0], [0.0, 0.0, 0.0], [0.0, 0.0, 0.0], [0.0, 0.0, 0.0], [0.0, 0.0, 0.0], [0.0, 0.0, 0.0], [0.1, 0.0, 0.1], [0.1, 0.0, 0.0], [0.0, 0.0, 0.0], [0.0, 0.0, 0.0], [0.0, 0.0, 0.0], [0.0, 0.0, 0.0], [0.0, 0.0, 0.0], [-0.1, 0.0, 0.0], [0.0, 0.0, 0.0], [0.0, 0.0, 0.0], [0.0, 0.0, 0.0], [0.0, 0.0, 0.0], [0.0, 0.0, 0.0], [0.0, 0.0, 0.0], [0.0, 0.0, 0.0], [0.0, 0.0, 0.0], [0.0, 0.0, 0.0], [0.0, 0.0, 0.0], [0.0, 0.0, 0.0], [0.0, 0.0, 0.0], [0.0, 0.0, 0.0], [0.0, 0.0, 0.0], [0.0, 0.0, 0.0], [0.0, 0.0, 0.0], [0.0, 0.0, 0.0], [0.0, 0.0, 0.0], [0.0, 0.0, 0.0], [0.0, 0.0, 0.0], [0.0, 0.0, 0.0], [0.0, 0.0, 0.0], [0.0, -0.1, 0.0], [0.0, -0.1, -0.1], [0.0, 0.0, 0.1], [0.1, 0.2, 0.1], [0.0, 0.0, 0.0], [0.0, 0.0, 0.0], [0.0, 0.0, 0.0], [0.0, 0.0, 0.0], [0.0, 0.0, 0.0], [0.0, 0.0, 0.0], [0.0, 0.0, 0.0], [0.0, 0.0, 0.0], [0.0, 0.0, 0.0], [0.0, 0.1, 0.0], [0.0, 0.0, 0.0], [0.0, 0.0, 0.0], [0.0, 0.0, 0.0], [0.0, 0.0, 0.0], [0.0, 0.0, 0.0], [0.0, 0.0, 0.0], [0.0, 0.0, 0.0], [0.0, 0.0, 0.0], [0.0, 0.0, 0.0], [0.0, 0.0, 0.0], [0.1, 0.2, -0.1], [-0.1, -0.1, 0.2], [0.3, -0.1, -0.2], [-0.1, -0.1, 0.1], [0.0, 0.0, 0.0], [0.0, 0.0, 0.0], [0.0, 0.0, 0.0], [0.0, 0.0, 0.0], [0.0, 0.0, 0.0], [0.1, 0.0, 0.0], [0.0, 0.0, 0.0], [0.0, 0.0, 0.0], [0.0, 0.0, 0.0]]
}

=====

Entry 3:
{
  "formula": "C14H7N3O2",
  "method": "ωB97M-V/def2-TZVPD",
  "smiles": "O=C1c2ccccc2C(=O)c2cc3[nH]nnc3cc21",
  "charge": 0,
  "spin_multiplicity": 1,
  "largest_force_ha_per_bohr": 0.05440,
  "homo_ev": -9.54,
  "e_tot_ev": -23196.1857,
  "species": ["O", "C", "C", "C", "C", "C", "C", "C", "C", "O", "C", "C", "C", "N", "N", "N", "C", "C", "C", "H", "H", "H", "H", "H", "H", "H"],
  "positions_angstrom": [[0.5391, 2.6807, -0.2541], [0.4912, 1.4459, -0.2133], [1.4078, 0.6655, -1.0458], [2.3408, 1.3412, -1.8669], [3.1907, 0.6543, -2.7314], [3.0301, -0.7163, -2.8570], [2.0882, -1.4202, -2.0762], [1.2629, -0.7179, -1.1697], [0.1839, -1.4373, -0.3904], [0.1044, -2.6730, -0.4592], [-0.6557, -0.6701, 0.5371], [-1.6516, -1.2840, 1.3433], [-2.4580, -0.5060, 2.1772], [-3.5111, -0.7189, 3.0232], [-3.9029, 0.4530, 3.6201], [-3.2216, 1.4090, 3.0597], [-2.3049, 0.8621, 2.2026], [-1.3421, 1.5059, 1.4444], [-0.5328, 0.7537, 0.5969], [2.3803, 2.4034, -1.9250], [3.9484, 1.1372, -3.3359], [3.6428, -1.3115, -3.5478], [1.9860, -2.4956, -2.1796], [-1.7954, -2.3169, 1.3472], [-3.9182, -1.6433, 3.2527], [-1.3023, 2.5990, 1.4480]],
  "forces_ev_per_angstrom": [[-0.1, -1.5, 0.3], [-0.2, 2.4, -0.2], [0.7, -0.1, -1.3], [0.1, -0.7, -0.2], [-0.6, -0.4, 0.3], [-0.3, -1.4, 0.5], [0.0, 0.9, 0.0], [0.1, -0.3, -0.3], [1.2, -2.5, -0.1], [-0.2, 1.9, 0.0], [-1.9, 0.8, 1.4], [0.9, 1.0, -0.6], [0.0, 0.0, -0.4], [0.2, -1.2, 0.4], [0.7, 0.2, -1.9], [-0.7, -0.5, 1.5], [0.1, 0.6, 0.0], [0.2, 0.5, -0.8], [-0.2, -0.3, 0.7], [-0.1, 0.7, 0.6], [-0.2, 0.3, 0.1], [-0.2, 0.4, 0.3], [-0.1, 0.2, 0.0], [0.1, -1.6, -0.3], [0.3, 1.3, 0.1], [0.3, -0.4, 0.0]]
}

=====

charge of number 1 (C19H32NO9SSiTi)?
+2